1.
Formula: C30H47BrCl2EuN3O6Si
Source: the Open Molecules 2025 dataset
Level of theory: ωB97M-V with the def2-TZVPD basis set

Atoms and positions in Å:
C (2.86, -2.64, -3.48)
C (2.22, -1.92, -4.64)
H (2.67, -3.73, -3.52)
H (2.51, -2.22, -2.53)
H (3.96, -2.51, -3.52)
C (2.23, -2.43, -5.89)
C (2.86, -3.73, -6.27)
H (1.82, -1.86, -6.72)
H (2.53, -4.54, -5.60)
H (3.96, -3.68, -6.24)
H (2.59, -3.99, -7.31)
Eu (0.61, -0.22, 1.61)
Cl (2.47, -0.11, -0.43)
C (-0.50, 2.83, 0.89)
O (-0.87, 1.68, 1.21)
N (-1.26, 3.72, 0.23)
C (-2.64, 3.46, -0.14)
C (-0.59, 4.77, -0.52)
H (0.51, 3.20, 1.09)
H (-3.17, 3.04, 0.71)
H (-2.71, 2.74, -0.98)
H (-3.07, 4.42, -0.44)
H (0.33, 5.00, 0.01)
H (-1.24, 5.64, -0.59)
H (-0.32, 4.46, -1.54)
H (-3.72, 1.97, 5.98)
H (-1.46, 1.70, 7.35)
C (-3.68, 0.89, 5.82)
C (-1.65, 0.62, 7.17)
N (-2.31, 0.44, 5.90)
H (-4.10, 0.64, 4.86)
C (-1.81, -0.42, 4.98)
O (-2.39, -0.76, 3.95)
H (-0.69, 0.07, 7.16)
H (-0.82, -0.82, 5.26)
H (-4.28, 0.43, 6.61)
H (-2.29, 0.22, 7.97)
H (0.23, -5.16, 2.18)
H (0.20, -3.74, -0.15)
C (-0.86, -5.23, 2.08)
C (-0.82, -4.14, -0.11)
N (-1.32, -4.12, 1.26)
H (-1.32, -5.16, 3.07)
C (-1.60, -2.94, 1.86)
O (-1.32, -1.82, 1.37)
H (-1.49, -3.58, -0.78)
H (-2.05, -3.01, 2.87)
H (-1.12, -6.17, 1.58)
H (-0.81, -5.19, -0.40)
O (0.61, -0.82, -3.31)
C (1.59, -0.57, -4.30)
C (0.04, -0.29, -6.31)
C (1.09, 0.18, -5.52)
H (-0.45, -1.25, -6.04)
C (-0.38, 0.46, -7.43)
H (2.39, 0.01, -3.80)
C (1.75, 1.37, -5.87)
H (-1.25, 0.12, -8.00)
C (0.31, 1.62, -7.79)
C (1.38, 2.07, -7.02)
H (2.55, 1.73, -5.20)
H (-0.02, 2.21, -8.65)
H (1.92, 2.99, -7.30)
Si (-0.77, 0.00, -2.86)
Cl (1.55, -2.93, 2.19)
C (-2.17, -0.71, -3.86)
C (-0.68, 1.84, -3.26)
C (-1.11, -0.37, -1.10)
H (-2.19, -0.34, -4.89)
H (-3.10, -0.41, -3.35)
H (-2.10, -1.80, -3.84)
H (-1.39, -1.42, -0.91)
H (-1.87, 0.30, -0.66)
H (-0.10, -0.18, -0.67)
H (-0.52, 2.01, -4.34)
H (0.11, 2.37, -2.71)
H (-1.66, 2.29, -3.00)
Br (0.09, 3.78, 5.24)
C (1.35, 2.64, 6.09)
C (1.82, 2.91, 7.38)
C (2.70, 2.01, 8.00)
C (3.14, 0.88, 7.31)
C (2.67, 0.62, 6.02)
C (1.77, 1.49, 5.41)
C (1.25, 1.16, 4.03)
O (2.02, 1.24, 3.01)
O (0.06, 0.72, 3.90)
H (1.49, 3.81, 7.90)
H (3.04, 2.20, 9.03)
H (3.84, 0.18, 7.78)
H (2.98, -0.26, 5.46)

The expectation value of S² is 12.012. Its multiplicity is 7. As for the charge: 0. The value obtained for the frontier orbital gap (spin up / spin down) is 6.7 / 8.8 eV. As for the lowest unoccupied orbital energy (spin up / spin down): -1.81 / 0.25 eV. The total energy is -6281.49487 Eh.


2.
Formula: C30H47FFeN3O4SSi
Source: the Open Molecules 2025 dataset
Level of theory: ωB97M-V with the def2-TZVPD basis set

Atoms and positions in Å:
Fe (-0.20, 0.13, -0.04)
F (6.01, -2.41, 0.47)
C (5.78, -1.10, 0.24)
C (4.47, -0.67, 0.32)
C (4.12, 0.66, 0.10)
C (2.73, 1.04, 0.14)
O (1.83, 0.22, 0.54)
C (2.47, 2.36, -0.32)
C (3.50, 3.24, -0.51)
N (4.81, 2.93, -0.37)
C (5.71, 4.06, -0.33)
C (6.98, 4.20, -1.12)
C (7.03, 4.10, 0.38)
C (5.15, 1.60, -0.18)
C (6.46, 1.12, -0.29)
C (6.81, -0.21, -0.06)
N (8.16, -0.58, -0.21)
C (8.51, -1.99, -0.29)
C (9.99, -2.10, -0.68)
N (10.37, -0.88, -1.43)
C (10.38, 0.32, -0.53)
C (9.21, 0.17, 0.45)
C (1.06, 2.84, -0.62)
O (0.82, 4.03, -0.64)
O (0.22, 1.90, -0.85)
H (3.69, -1.37, 0.56)
H (3.25, 4.26, -0.79)
H (5.12, 4.97, -0.24)
H (7.18, 5.17, -1.57)
H (7.30, 3.38, -1.74)
H (7.25, 4.99, 0.94)
H (7.40, 3.20, 0.85)
H (7.25, 1.78, -0.57)
H (7.88, -2.45, -1.05)
H (8.35, -2.52, 0.66)
H (10.15, -2.98, -1.31)
H (10.64, -2.18, 0.19)
H (9.66, -0.73, -2.15)
H (11.28, -0.99, -1.89)
H (10.27, 1.21, -1.15)
H (11.33, 0.37, -0.01)
H (8.86, 1.16, 0.75)
H (9.54, -0.34, 1.36)
C (-3.40, -0.50, -1.46)
Si (-2.97, 0.23, 0.26)
C (-3.40, 2.15, 0.34)
C (-4.91, 2.34, 0.49)
C (-2.96, 2.80, -0.97)
C (-2.67, 2.83, 1.50)
C (-3.47, -1.04, 1.70)
C (-4.99, -1.12, 1.84)
C (-2.95, -2.44, 1.35)
C (-2.84, -0.61, 3.02)
H (-4.46, -0.38, -1.68)
H (-3.18, -1.56, -1.53)
H (-2.85, 0.00, -2.26)
H (-5.46, 1.80, -0.28)
H (-5.15, 3.39, 0.40)
H (-5.27, 2.00, 1.46)
H (-3.50, 2.40, -1.82)
H (-1.89, 2.67, -1.15)
H (-3.15, 3.87, -0.93)
H (-2.97, 2.43, 2.46)
H (-2.89, 3.89, 1.49)
H (-1.58, 2.72, 1.39)
H (-5.46, -1.41, 0.90)
H (-5.41, -0.18, 2.16)
H (-5.25, -1.87, 2.59)
H (-3.40, -2.82, 0.44)
H (-3.21, -3.13, 2.15)
H (-1.87, -2.43, 1.24)
H (-3.25, 0.34, 3.36)
H (-1.76, -0.52, 2.93)
H (-3.06, -1.34, 3.79)
O (-0.19, -1.96, -0.76)
S (0.12, -3.30, -0.12)
C (-0.22, -4.60, -1.37)
C (0.81, -5.66, -1.03)
C (2.16, -4.94, -0.90)
C (1.93, -3.54, -0.34)
H (-0.07, -4.17, -2.36)
H (-1.24, -4.95, -1.27)
H (0.86, -6.44, -1.79)
H (0.54, -6.13, -0.08)
H (2.63, -4.87, -1.88)
H (2.83, -5.51, -0.27)
H (2.26, -2.75, -1.01)
H (2.39, -3.41, 0.64)

The expectation value of S² is 8.757. Its multiplicity is 6. As for the charge: +2. The value obtained for the frontier orbital gap (spin up / spin down) is 6.9 / 6.9 eV. As for the lowest unoccupied orbital energy (spin up / spin down): -5.06 / -6.19 eV. The total energy is -3687.28067 Eh.


3.
Formula: C30H48AlBeBr4Cl2F5N4O8S
Source: the Open Molecules 2025 dataset
Level of theory: ωB97M-V with the def2-TZVPD basis set

Atoms and positions in Å:
C (5.86, 1.61, 1.73)
C (6.76, 1.70, 0.56)
C (8.29, 1.14, 0.64)
O (9.32, 1.88, 0.69)
O (8.45, -0.29, 0.62)
C (7.91, -0.85, -0.62)
C (6.55, -1.65, -0.29)
C (6.11, -2.43, -1.68)
C (4.60, -1.95, -1.98)
C (3.52, -2.50, -0.89)
C (2.09, -2.53, -1.65)
N (0.90, -2.53, -0.77)
Br (0.21, -4.25, -0.32)
C (0.23, -1.49, -0.26)
N (-0.97, -1.78, 0.55)
C (-1.45, -0.43, 0.88)
C (-2.73, 0.09, 1.70)
N (-0.49, 0.51, 0.25)
F (-0.84, 1.81, 0.45)
N (0.58, -0.08, -0.44)
C (1.69, 0.64, -1.13)
C (2.16, 2.07, -0.47)
C (2.30, 2.08, 1.15)
Cl (3.82, 2.56, -1.14)
H (5.44, 0.58, 2.10)
H (5.56, 2.61, 2.23)
H (6.40, 2.13, -0.45)
H (8.63, -1.58, -1.15)
H (7.68, 0.01, -1.38)
H (6.66, -2.47, 0.50)
H (5.68, -0.92, -0.01)
H (6.83, -2.23, -2.55)
H (6.09, -3.57, -1.49)
H (4.30, -2.40, -3.03)
H (4.54, -0.79, -2.10)
H (3.82, -3.60, -0.67)
H (3.52, -1.87, 0.08)
H (2.07, -3.52, -2.27)
H (2.12, -1.68, -2.44)
H (-3.45, -0.74, 2.04)
H (-2.46, 0.78, 2.60)
H (-3.32, 0.77, 0.97)
H (1.34, 0.83, -2.22)
H (2.68, 0.03, -1.21)
H (1.35, 2.85, -0.77)
H (1.43, 2.77, 1.58)
H (3.32, 2.54, 1.48)
H (2.17, 1.04, 1.64)
F (6.43, 4.23, 2.91)
C (-3.78, -0.94, -4.33)
S (-3.28, -0.87, -2.59)
O (-4.49, -0.51, -1.79)
C (-2.27, 0.61, -2.75)
H (-4.45, -1.79, -4.46)
H (-4.29, -0.02, -4.61)
H (-2.89, -1.09, -4.96)
H (-2.87, 1.44, -3.12)
H (-1.43, 0.42, -3.42)
H (-1.88, 0.87, -1.76)
Be (-1.69, -3.55, 1.33)
Cl (4.53, -4.13, -3.96)
C (7.90, 2.63, 5.39)
O (7.39, 1.37, 4.99)
H (7.08, 3.24, 5.77)
H (8.65, 2.49, 6.17)
H (8.34, 3.13, 4.52)
H (8.13, 0.85, 4.65)
Br (-0.11, 2.64, 2.02)
C (-7.13, -0.81, -1.22)
C (-8.06, -0.35, -0.12)
O (-9.29, 0.18, -0.59)
C (-10.35, -0.73, -0.94)
O (-10.60, -1.57, 0.04)
C (-10.14, -1.44, -2.33)
F (-9.59, -0.59, -3.23)
F (-11.32, -1.83, -2.87)
F (-9.35, -2.53, -2.30)
H (-7.16, -0.14, -2.08)
H (-6.10, -0.88, -0.85)
H (-7.39, -1.81, -1.56)
H (-7.56, 0.49, 0.39)
H (-8.20, -1.12, 0.65)
H (-11.15, -0.01, -1.19)
C (-5.51, 4.27, -0.06)
C (-4.50, 3.42, 0.15)
C (-3.22, 3.54, -0.59)
O (-2.30, 2.76, -0.39)
C (-3.11, 4.63, -1.57)
C (-4.12, 5.48, -1.79)
C (-5.39, 5.36, -1.05)
O (-6.31, 6.13, -1.24)
H (-6.45, 4.19, 0.47)
H (-4.56, 2.61, 0.87)
H (-2.17, 4.71, -2.11)
H (-4.05, 6.29, -2.51)
Al (-1.29, 6.54, -1.75)
Br (-0.13, -6.01, 6.88)
C (0.52, -6.08, 5.04)
C (0.75, -4.70, 4.49)
Br (-0.93, -3.84, 4.00)
H (-0.20, -6.66, 4.47)
H (1.46, -6.64, 5.09)
H (1.33, -4.75, 3.56)
H (1.26, -4.03, 5.19)

Its multiplicity is 1. As for the charge: +2. The value obtained for the frontier orbital gap is 1.3 eV. As for the lowest unoccupied orbital energy: -9.48 eV. The total energy is -14362.07386 Eh.


4.
Formula: C30H48ClIO10
Source: the Open Molecules 2025 dataset
Level of theory: ωB97M-V with the def2-TZVPD basis set

Atoms and positions in Å:
C (2.34, 2.85, -4.47)
C (1.94, 3.60, -3.19)
C (1.05, 2.74, -2.27)
C (1.83, 2.09, -1.12)
C (1.23, 0.74, -0.68)
C (1.53, 0.30, 0.78)
C (0.95, 1.30, 1.79)
C (-0.51, 1.69, 1.56)
O (-0.59, 2.92, 0.87)
C (-1.91, 3.45, 0.85)
C (-2.22, 4.07, -0.49)
C (0.99, -1.15, 0.90)
C (0.43, -1.69, 2.22)
C (1.29, -1.46, 3.48)
C (1.67, -2.77, 4.15)
I (2.81, -2.38, 5.92)
O (2.09, -2.01, 0.53)
C (3.27, -1.38, 0.68)
O (4.32, -1.97, 0.67)
C (3.06, 0.11, 0.84)
C (3.85, 0.64, 2.06)
C (4.58, 1.91, 1.71)
O (5.28, 2.07, 0.76)
Cl (4.29, 3.25, 2.85)
H (1.45, 2.64, -5.06)
H (2.83, 1.91, -4.21)
H (3.03, 3.45, -5.06)
H (1.42, 4.52, -3.45)
H (2.84, 3.88, -2.64)
H (0.57, 1.95, -2.86)
H (0.26, 3.36, -1.85)
H (1.88, 2.79, -0.29)
H (2.86, 1.91, -1.47)
H (1.67, -0.03, -1.33)
H (0.15, 0.71, -0.88)
H (1.55, 2.22, 1.75)
H (1.02, 0.94, 2.81)
H (-1.05, 0.91, 1.00)
H (-1.00, 1.78, 2.53)
H (-2.00, 4.20, 1.65)
H (-2.64, 2.66, 1.07)
H (-3.24, 4.44, -0.53)
H (-2.10, 3.35, -1.29)
H (-1.55, 4.91, -0.70)
H (0.21, -1.29, 0.15)
H (-0.60, -1.33, 2.34)
H (0.34, -2.77, 2.07)
H (0.74, -0.85, 4.20)
H (2.18, -0.90, 3.23)
H (0.80, -3.34, 4.44)
H (2.32, -3.37, 3.51)
H (3.57, 0.53, -0.03)
H (3.23, 0.81, 2.93)
H (4.62, -0.09, 2.32)
O (-3.84, 1.15, -1.36)
C (-4.76, 1.66, -0.80)
O (-5.20, 2.91, -1.10)
C (-6.25, 3.30, -0.20)
C (-6.82, 1.99, 0.34)
C (-5.60, 1.08, 0.32)
H (-5.81, 3.91, 0.59)
H (-6.97, 3.90, -0.75)
H (-7.29, 2.10, 1.31)
H (-7.57, 1.60, -0.36)
H (-5.02, 1.16, 1.25)
H (-5.84, 0.05, 0.13)
O (8.93, -6.33, 1.01)
C (8.48, -5.32, 0.57)
O (7.15, -5.09, 0.50)
C (6.88, -3.83, -0.16)
C (8.17, -3.02, 0.00)
C (9.23, -4.12, 0.00)
H (6.65, -4.04, -1.21)
H (6.02, -3.36, 0.31)
H (8.30, -2.28, -0.78)
H (8.16, -2.51, 0.96)
H (9.56, -4.38, -1.00)
H (10.09, -3.90, 0.62)
O (-7.96, -1.05, -0.29)
C (-8.03, -1.89, -1.14)
O (-8.84, -1.77, -2.21)
C (-8.80, -2.96, -3.02)
C (-7.47, -3.63, -2.67)
C (-7.29, -3.21, -1.21)
H (-9.66, -3.58, -2.75)
H (-8.88, -2.67, -4.06)
H (-7.48, -4.70, -2.83)
H (-6.68, -3.20, -3.27)
H (-7.78, -3.91, -0.52)
H (-6.26, -3.08, -0.92)

Its multiplicity is 1. As for the charge: 0. As for the SMILES: CCCCC[C@@]1(CCOCC)[C@H](CCCI)OC(=O)[C@@H]1CC(=O)Cl.O=C1CCCO1.O=C1CCCO1.O=C1CCCO1. The value obtained for the frontier orbital gap is 9.9 eV. As for the lowest unoccupied orbital energy: 0.27 eV. The total energy is -2682.26503 Eh.


5.
Formula: C30H48FIrNO3SSbSe4Si
Source: the Open Molecules 2025 dataset
Level of theory: ωB97M-V with the def2-TZVPD basis set

Atoms and positions in Å:
Ir (-0.46, 0.04, 0.31)
C (0.05, -2.87, -1.60)
C (0.92, -3.07, -0.37)
C (0.23, -4.00, 0.63)
C (2.27, -3.64, -0.77)
O (1.09, -1.75, 0.22)
Si (2.17, -1.24, 1.38)
S (1.71, 0.82, 1.25)
O (3.74, -1.55, 1.13)
C (4.87, -0.84, 0.58)
C (4.55, -0.30, -0.81)
C (5.27, 0.29, 1.53)
C (5.99, -1.87, 0.50)
O (1.65, -2.00, 2.70)
C (2.13, -2.12, 4.05)
C (0.97, -2.71, 4.85)
C (2.51, -0.75, 4.58)
C (3.32, -3.07, 4.07)
H (-0.20, -3.82, -2.05)
H (0.57, -2.25, -2.33)
H (-0.89, -2.37, -1.33)
H (0.03, -4.97, 0.17)
H (-0.71, -3.57, 0.96)
H (0.85, -4.14, 1.51)
H (2.12, -4.60, -1.27)
H (2.91, -3.79, 0.10)
H (2.78, -2.96, -1.46)
H (3.77, 0.46, -0.76)
H (4.21, -1.11, -1.46)
H (5.44, 0.15, -1.25)
H (4.44, 1.00, 1.64)
H (6.13, 0.83, 1.13)
H (5.52, -0.12, 2.51)
H (5.72, -2.67, -0.20)
H (6.15, -2.32, 1.48)
H (6.91, -1.39, 0.17)
H (0.11, -2.03, 4.80)
H (1.26, -2.85, 5.89)
H (0.67, -3.67, 4.43)
H (1.66, -0.07, 4.51)
H (3.33, -0.33, 4.00)
H (2.81, -0.81, 5.63)
H (3.03, -4.04, 3.67)
H (3.69, -3.20, 5.09)
H (4.12, -2.67, 3.45)
C (-0.01, 3.75, 2.18)
C (-1.28, 3.18, 2.82)
C (-1.01, 1.94, 3.68)
C (-2.44, 2.94, 1.86)
C (-3.68, 3.39, 2.33)
C (-4.84, 3.30, 1.59)
C (-4.78, 2.79, 0.31)
C (-3.58, 2.35, -0.23)
C (-3.54, 1.88, -1.68)
C (-3.96, 0.41, -1.75)
C (-4.40, 2.76, -2.59)
C (-2.42, 2.36, 0.57)
N (-1.25, 1.78, -0.04)
C (-0.65, 2.48, -1.08)
C (-0.90, 3.85, -1.31)
C (-0.31, 4.52, -2.36)
C (0.57, 3.87, -3.22)
C (0.83, 2.52, -3.03)
C (0.23, 1.87, -1.99)
F (0.46, 0.53, -1.85)
H (0.69, 4.02, 2.97)
H (-0.25, 4.66, 1.62)
H (0.48, 3.05, 1.52)
H (-1.64, 3.95, 3.50)
H (-0.65, 1.12, 3.07)
H (-1.92, 1.62, 4.19)
H (-0.25, 2.16, 4.43)
H (-3.71, 3.84, 3.32)
H (-5.78, 3.65, 2.00)
H (-5.68, 2.74, -0.29)
H (-2.52, 1.95, -2.05)
H (-4.96, 0.27, -1.34)
H (-3.25, -0.18, -1.18)
H (-3.95, 0.05, -2.78)
H (-5.47, 2.59, -2.43)
H (-4.18, 2.52, -3.64)
H (-4.19, 3.82, -2.43)
H (-1.58, 4.36, -0.64)
H (-0.52, 5.57, -2.50)
H (1.03, 4.40, -4.04)
H (1.49, 1.98, -3.69)
Se (-3.71, -3.42, -1.05)
Sb (-3.67, -2.53, 1.24)
Se (-3.28, -4.45, 2.74)
Se (-5.78, -1.31, 1.71)
Se (-1.79, -0.88, 1.98)

The expectation value of S² is 6.033. Its multiplicity is 5. As for the charge: 0. The value obtained for the frontier orbital gap (spin up / spin down) is 6.6 / 5.1 eV. As for the lowest unoccupied orbital energy (spin up / spin down): -0.94 / -2.73 eV. The total energy is -12190.40845 Eh.


Number 1: maximum force 1.62 eV/Å. Number 2: maximum force 1.51 eV/Å. Number 3: maximum force 11.14 eV/Å. Number 4: maximum force 0.91 eV/Å. Number 5: maximum force 2.02 eV/Å.